[1]
The molecule C3H7N3O2. Source: the OMol25 dataset; level of theory: ωB97M-V/def2-TZVPD.

Last columns: bonded neighbours and bond lengths (Å).
CARTESIAN COORDINATES (ANGSTROEM)
1 O 2.354 -0.335 0.622  C6 1.360, H14 0.970
2 O 0.387 -1.337 0.556  C6 1.368, C7 1.392
3 N 1.306 1.997 0.053  N5 1.349, H13 1.023, H15 1.018
4 N -1.368 -0.934 -0.954  C7 1.304, C8 1.449
5 N 0.633 0.906 -0.364  N3 1.349, C6 1.343
6 C 1.101 -0.265 0.096  O1 1.360, O2 1.368, N5 1.343, C7 1.889
7 C -0.172 -1.399 -0.717  O2 1.392, N4 1.304, C6 1.889, H9 1.094
8 C -2.234 -0.592 0.157  N4 1.449, H10 1.094, H11 1.097, H12 1.093
9 H 0.369 -2.014 -1.443  C7 1.094
10 H -1.871 -0.863 1.152  C8 1.094
11 H -3.190 -1.115 0.035  C8 1.097
12 H -2.439 0.481 0.136  C8 1.093
13 H 1.090 2.279 1.013  N3 1.023
14 H 2.847 0.409 0.241  O1 0.970
15 H 1.188 2.783 -0.583  N3 1.018

Output
- Orbital gap (alpha / beta): 9.0 / 9.0 eV
- Energy above the lowest of the compared OMol25 structures with the same formula, charge and spin: 522.5 kJ/mol
- Energy: -433.12377 a.u.

---

[2]
The ion C4H8N2 with charge +2. Source: the OMol25 dataset; level of theory: ωB97M-V/def2-TZVPD.

Last columns: bonded neighbours and bond lengths (Å).
CARTESIAN COORDINATES (ANGSTROEM)
1 N -0.817 -0.254 1.115  C3 1.169, C4 1.328
2 N 0.757 1.141 -0.262  C3 1.349, C5 1.574, H8 0.993, H14 1.087
3 C -0.145 0.411 0.426  N1 1.169, N2 1.349
4 C -1.607 -1.055 1.820  N1 1.328, C6 1.379, H10 1.129
5 C 1.387 0.952 -1.692  N2 1.574, H7 1.014, H12 1.092, H13 1.074
6 C -1.396 -2.417 1.871  C4 1.379, H9 1.176, H11 0.999
7 H 1.403 -0.057 -1.788  C5 1.014
8 H 0.408 2.053 -0.085  N2 0.993
9 H -0.656 -2.832 1.057  C6 1.176
10 H -2.487 -0.641 2.395  C4 1.129
11 H -2.012 -3.114 2.235  C6 0.999
12 H 1.003 1.514 -2.546  C5 1.092
13 H 2.398 1.256 -1.887  C5 1.074
14 H 1.709 1.190 0.260  N2 1.087

Output
- Orbital gap (alpha / beta): 7.3 / 9.5 eV
- Net charge: +2
- Energy above the lowest of the compared OMol25 structures with the same formula, charge and spin: 269.0 kJ/mol
- <S²>: 2.011
- Energy: -265.74374 a.u.
- 2S+1: 3

---

[3]
A cluster of 6 separate species, C28H28F40O7P in total. Source: the OMol25 dataset; level of theory: ωB97M-V/def2-TZVPD.

Last columns: bonded neighbours and bond lengths (Å).
CARTESIAN COORDINATES (ANGSTROEM)
1 P 4.590 1.112 -5.206  C70 1.809, H85 1.393, H89 1.388, H90 1.391
2 F 2.392 1.835 5.234  C73 1.358
3 F -0.528 -0.978 10.157  C56 1.349
4 F 0.397 1.495 10.486  C75 1.366
5 F -9.047 -2.181 -2.954  C63 1.351
6 F -4.772 -3.032 -1.223  C64 1.341
7 F 5.202 2.239 -0.388  C66 1.353
8 F 2.966 -0.270 1.889  C51 1.355
9 F -0.822 1.250 8.678  C75 1.347
10 F -0.991 2.698 1.733  C55 1.342
11 F -3.034 -0.901 -3.811  C49 1.348
12 F -3.706 -2.316 0.546  C64 1.359
13 F 1.331 0.868 -4.299  C50 1.357
14 F -0.524 0.070 6.031  C72 1.346
15 F -3.799 2.246 1.860  C67 1.351
16 F 0.335 -1.788 -4.145  C76 1.355
17 F 4.293 -2.399 0.674  C69 1.348
18 F -8.205 -4.756 -2.775  C59 1.349
19 F -2.312 0.544 0.423  C61 1.338
20 F 0.766 -0.112 4.279  C72 1.356
21 F 2.290 0.084 6.514  C73 1.341
22 F -6.369 -2.237 0.967  C58 1.343
23 F 5.219 0.345 0.716  C66 1.336
24 F -5.365 -0.291 0.854  C58 1.376
25 F -4.750 2.608 3.798  C67 1.350
26 F 3.863 1.118 -2.423  C54 1.391
27 F -0.387 -0.455 0.324  C61 1.384
28 F -3.751 0.362 4.803  C65 1.360
29 F 0.591 -0.484 -6.647  C62 1.335
30 F -7.209 -4.312 -0.877  C59 1.348
31 F -6.889 -2.401 -2.946  C63 1.343
32 F 2.365 -3.444 0.554  C69 1.363
33 F -0.268 2.166 -0.268  C55 1.356
34 F 2.777 1.063 -0.541  C54 1.333
35 F -1.440 -3.070 -4.211  C76 1.343
36 F 2.796 -2.211 2.888  C51 1.344
37 F 0.503 -1.185 8.242  C56 1.348
38 F -2.223 1.785 4.130  C65 1.355
39 F 0.939 2.745 -5.357  C50 1.370
40 F -1.878 -0.814 -5.644  C49 1.340
41 F 2.228 0.951 -6.767  C62 1.376
42 O 1.243 1.991 7.096  C71 1.416, C73 1.360
43 O -1.245 -0.019 2.333  C61 1.354, C74 1.425
44 O 7.816 1.193 -5.935  C57 1.426, C68 1.347
45 O -1.315 0.460 -3.878  C49 1.371, C52 1.410
46 O -7.967 -1.622 -1.131  C53 1.409, C63 1.367
47 O 3.706 -0.815 -1.372  C54 1.352, C60 1.429
48 O 8.847 0.634 -4.036  C68 1.186
49 C -1.789 -0.752 -4.308  F11 1.348, F40 1.340, O45 1.371, C76 1.537
50 C 0.538 1.440 -5.240  F13 1.357, F39 1.370, C52 1.531, C62 1.535
51 C 2.422 -1.508 1.805  F8 1.355, F36 1.344, C69 1.532, H83 1.091
52 C -0.923 1.466 -4.784  O45 1.410, C50 1.531, H96 1.091, H101 1.090
53 C -6.857 -0.800 -0.855  O46 1.409, C58 1.535, H94 1.090, H102 1.091
54 C 3.818 0.517 -1.168  F26 1.391, F34 1.333, O47 1.352, C66 1.538
55 C -0.352 1.756 1.021  F10 1.342, F33 1.356, C61 1.535, H104 1.093
56 C 0.519 -0.541 9.427  F3 1.349, F37 1.348, C75 1.533, H91 1.093
57 C 7.130 2.237 -5.247  O44 1.426, C70 1.548, H77 1.101, H87 1.096
58 C -5.809 -1.363 0.114  F22 1.343, F24 1.376, C53 1.535, C64 1.531
59 C -8.209 -3.941 -1.700  F18 1.349, F30 1.348, C63 1.536, H95 1.091
60 C 2.651 -1.600 -0.812  O47 1.429, C69 1.536, H78 1.089, H81 1.089
61 C -1.141 0.439 1.063  F19 1.338, F27 1.384, O43 1.354, C55 1.535
62 C 0.867 0.821 -6.606  F29 1.335, F41 1.376, C50 1.535, H98 1.091
63 C -7.987 -2.499 -2.179  F5 1.351, F31 1.343, O46 1.367, C59 1.536
64 C -4.522 -1.946 -0.476  F6 1.341, F12 1.359, C58 1.531, H80 1.092
65 C -3.156 0.899 3.704  F28 1.360, F38 1.355, C67 1.530, C74 1.536
66 C 5.152 0.893 -0.501  F7 1.353, F23 1.336, C54 1.538, H88 1.093
67 C -4.273 1.650 2.976  F15 1.351, F25 1.350, C65 1.530, H93 1.090
68 C 8.774 0.574 -5.218  O44 1.347, O48 1.186, H100 1.096
69 C 2.962 -2.218 0.559  F17 1.348, F32 1.363, C51 1.532, C60 1.536
70 C 6.044 1.681 -4.294  P1 1.809, C57 1.548, H82 1.100, H84 1.096
71 C 1.492 1.699 8.459  O42 1.416, C75 1.535, H92 1.090, H103 1.089
72 C 0.368 0.728 5.266  F14 1.346, F20 1.356, C73 1.533, H99 1.088
73 C 1.592 1.148 6.089  F2 1.358, F21 1.341, O42 1.360, C72 1.533
74 C -2.494 -0.276 2.970  O43 1.425, C65 1.536, H79 1.089, H86 1.090
75 C 0.377 0.972 9.224  F4 1.366, F9 1.347, C56 1.533, C71 1.535
76 C -0.952 -1.910 -3.742  F16 1.355, F35 1.343, C49 1.537, H97 1.092
77 H 6.686 2.860 -6.038  C57 1.101
78 H 1.696 -1.075 -0.822  C60 1.089
79 H -2.241 -0.990 3.753  C74 1.089
80 H -4.007 -1.193 -1.076  C64 1.092
81 H 2.562 -2.449 -1.487  C60 1.089
82 H 5.713 2.481 -3.616  C70 1.100
83 H 1.335 -1.425 1.784  C51 1.091
84 H 6.459 0.840 -3.727  C70 1.096
85 H 4.879 0.983 -6.562  P1 1.393
86 H -3.197 -0.770 2.300  C74 1.090
87 H 7.820 2.875 -4.682  C57 1.096
88 H 5.995 0.549 -1.105  C66 1.093
89 H 3.543 2.017 -5.101  P1 1.388
90 H 4.137 -0.120 -4.745  P1 1.391
91 H 1.444 -0.776 9.959  C56 1.093
92 H 2.458 1.215 8.605  C71 1.090
93 H -5.084 0.969 2.717  C67 1.090
94 H -7.282 0.052 -0.325  C53 1.090
95 H -9.164 -4.022 -1.178  C59 1.091
96 H -1.597 1.543 -5.639  C52 1.091
97 H -0.991 -1.903 -2.651  C76 1.092
98 H 0.368 1.342 -7.424  C62 1.091
99 H -0.110 1.602 4.827  C72 1.088
100 H 9.458 0.008 -5.862  C68 1.096
101 H -1.018 2.393 -4.219  C52 1.090
102 H -6.390 -0.411 -1.761  C53 1.091
103 H 1.550 2.678 8.933  C71 1.089
104 H 0.653 1.604 1.423  C55 1.093

Output
- Orbital gap: 10.0 eV
- Net charge: +1
- Energy: -5946.19542 a.u.

---

[4]
A cluster of 2 separate species, C14H16O in total. Source: the OMol25 dataset; level of theory: ωB97M-V/def2-TZVPD.

Last columns: bonded neighbours and bond lengths (Å).
CARTESIAN COORDINATES (ANGSTROEM)
1 O -0.755 3.097 1.848  C7 1.412, H16 0.967
2 C 2.604 -2.237 0.755  C5 1.411, C12 1.402, H20 1.100
3 C -0.777 1.549 -1.935  C10 1.481, C11 1.544, C14 1.343
4 C 0.194 -1.292 1.853  C6 1.443, C13 1.391, H18 1.088
5 C 1.413 -2.970 0.565  C2 1.411, C6 1.369, H24 1.086
6 C 0.224 -2.403 0.934  C4 1.443, C5 1.369, C9 1.502
7 C -0.680 2.424 0.609  O1 1.412, C8 1.354, C15 1.432
8 C 0.316 1.596 0.215  C7 1.354, C14 1.479, H28 1.081
9 C -1.083 -3.007 0.505  C6 1.502, H23 1.073, H26 1.121, H29 1.115
10 C -1.986 2.182 -1.361  C3 1.481, C15 1.354, H31 1.094
11 C -0.877 1.498 -3.474  C3 1.544, H19 1.084, H21 1.151, H30 1.114
12 C 2.627 -1.151 1.641  C2 1.402, C13 1.390, H17 1.064
13 C 1.412 -0.675 2.120  C4 1.391, C12 1.390, H25 1.082
14 C 0.316 1.233 -1.219  C3 1.343, C8 1.479, H27 1.061
15 C -1.880 2.711 -0.119  C7 1.432, C10 1.354, H22 1.095
16 H -0.005 2.826 2.395  O1 0.967
17 H 3.500 -0.597 1.893  C12 1.064
18 H -0.713 -0.899 2.309  C4 1.088
19 H -0.892 2.482 -3.929  C11 1.084
20 H 3.480 -2.467 0.131  C2 1.100
21 H -0.044 0.780 -3.814  C11 1.151
22 H -2.610 3.363 0.372  C15 1.095
23 H -1.871 -2.351 0.190  C9 1.073
24 H 1.336 -3.975 0.162  C5 1.086
25 H 1.518 0.292 2.592  C13 1.082
26 H -0.984 -3.785 -0.296  C9 1.121
27 H 1.292 1.056 -1.595  C14 1.061
28 H 1.132 1.285 0.852  C8 1.081
29 H -1.527 -3.605 1.336  C9 1.115
30 H -1.854 0.963 -3.481  C11 1.114
31 H -2.825 2.077 -2.055  C10 1.094

Output
- Orbital gap (alpha / beta): 2.6 / 6.9 eV
- Net charge: -1
- Energy above the lowest of the compared OMol25 structures with the same formula, charge and spin: 179.6 kJ/mol
- <S²>: 0.760
- Energy: -618.19895 a.u.
- 2S+1: 2

---

> The highest energy belongs to which entry?

C4H8N2

---

> What is the energy in the first record?

-433.12377 a.u.

---

> Look up the energy of the second one.

-265.74374 a.u.

---

What did the first record say?
The molecule C3H7N3O2. Source: the OMol25 dataset; level of theory: ωB97M-V/def2-TZVPD.

Last columns: bonded neighbours and bond lengths (Å).
CARTESIAN COORDINATES (ANGSTROEM)
1 O 2.354 -0.335 0.622  C6 1.360, H14 0.970
2 O 0.387 -1.337 0.556  C6 1.368, C7 1.392
3 N 1.306 1.997 0.053  N5 1.349, H13 1.023, H15 1.018
4 N -1.368 -0.934 -0.954  C7 1.304, C8 1.449
5 N 0.633 0.906 -0.364  N3 1.349, C6 1.343
6 C 1.101 -0.265 0.096  O1 1.360, O2 1.368, N5 1.343, C7 1.889
7 C -0.172 -1.399 -0.717  O2 1.392, N4 1.304, C6 1.889, H9 1.094
8 C -2.234 -0.592 0.157  N4 1.449, H10 1.094, H11 1.097, H12 1.093
9 H 0.369 -2.014 -1.443  C7 1.094
10 H -1.871 -0.863 1.152  C8 1.094
11 H -3.190 -1.115 0.035  C8 1.097
12 H -2.439 0.481 0.136  C8 1.093
13 H 1.090 2.279 1.013  N3 1.023
14 H 2.847 0.409 0.241  O1 0.970
15 H 1.188 2.783 -0.583  N3 1.018

Output
- Orbital gap (alpha / beta): 9.0 / 9.0 eV
- Energy above the lowest of the compared OMol25 structures with the same formula, charge and spin: 522.5 kJ/mol
- Energy: -433.12377 a.u.